Computed, not measured: a 2-piece molecular cluster, C10H10N2 overall at a distorted geometry, with ωB97M-V/def2-TZVPD.

The geometry in ORCA input format:
```
! RIJCOSX wB97M-V def2-TZVPD def2/J DEFGRID3
* xyz 0 1
C 0.82975 0.79768 1.20049
C 2.01641 0.27068 0.64974
C 3.02751 1.12250 0.27335
N 2.97755 2.46395 0.23296
C 1.79025 2.92080 0.75643
C 0.76017 2.18224 1.26451
H -0.07651 0.12729 1.74694
H 2.09593 -0.76238 0.58557
H 3.90755 0.95528 -0.28316
H 1.84218 4.01478 0.61915
H -0.08861 2.62542 1.78377
C -0.90642 -0.84585 -1.23400
C -0.60443 -1.92179 -0.52057
C -1.59436 -2.86955 -0.18630
N -2.92800 -2.47654 -0.26598
C -3.24365 -1.38707 -0.87722
C -2.19167 -0.56386 -1.43863
H 0.10295 -0.33770 -1.62962
H 0.44996 -2.07699 -0.43246
H -1.40740 -3.59256 0.49305
H -4.09738 -0.96342 -0.86664
H -2.66177 0.31710 -1.87139
*
```

orbital gap = 10.128 eV
SMILES string = c1ccncc1.c1ccncc1
HOMO = -9.532 eV



Computed, not measured: C13H31BrN2O4Si2 as an isolated structure at a distorted geometry, with ωB97M-V/def2-TZVPD.

The geometry in ORCA input format:
```
! RIJCOSX wB97M-V def2-TZVPD def2/J DEFGRID3
* xyz 0 1
C -2.60375 3.42633 1.73393
C -2.37978 2.63292 0.56796
C -1.91813 1.86411 -0.84380
Si -0.04600 2.23606 -1.11462
C 1.09267 0.68364 -1.17288
C 1.71996 0.26690 0.29825
O 2.89618 -0.40880 0.26415
Br 0.83719 0.65260 2.06932
O 0.14027 3.11593 -2.62455
Si -0.28758 4.79903 -2.19068
H -2.77294 4.39720 2.40702
H -2.55765 2.39552 -1.69754
H -2.19142 0.72079 -0.80901
H 0.41611 3.13287 -0.03296
H 2.02323 0.97956 -1.85874
H 0.57040 -0.21467 -1.73364
H -0.79035 4.91556 -0.81736
H -1.30398 5.35115 -3.07670
H 0.96090 5.56281 -2.34065
C -3.03245 -2.21376 5.99558
C -1.61939 -1.83789 5.55489
C -1.20338 -0.40660 5.96747
O -1.78518 0.62816 5.16782
C -3.11608 0.96754 5.52581
N -1.50144 -2.04037 4.10451
H -3.80652 -1.76849 5.36354
H -3.17062 -3.30094 5.94492
H -3.21741 -1.90537 7.03081
H -0.93295 -2.53273 6.05501
H -0.11997 -0.31616 5.81862
H -1.38625 -0.22249 7.03156
H -3.28744 0.88918 6.60384
H -3.82037 0.33669 4.97927
H -3.29906 2.00128 5.22111
H -0.53116 -1.88676 3.83126
H -2.00495 -1.27374 3.65025
C 1.14000 -1.35663 -5.31571
C 2.10451 -1.00490 -4.18511
C 3.59190 -1.21271 -4.55436
O 4.01107 -2.58126 -4.55764
C 3.67226 -3.29544 -5.73654
N 1.73191 -1.76612 -2.98501
H 0.99725 -2.43513 -5.43147
H 0.14997 -0.92667 -5.11928
H 1.49093 -0.95377 -6.27257
H 1.96918 0.06254 -3.96976
H 4.20041 -0.72295 -3.78366
H 3.84520 -0.72805 -5.50334
H 3.71451 -2.66407 -6.62942
H 2.68101 -3.74108 -5.62922
H 4.38688 -4.11371 -5.85785
H 2.31213 -1.45359 -2.20695
H 2.03018 -2.73353 -3.13586
*
```

orbital gap = 9.048 eV
HOMO = -9.180 eV



Computed, not measured: a 2-piece molecular cluster, C5H11NO overall at a distorted geometry, with ωB97M-V/def2-TZVPD.

The geometry in ORCA input format:
```
! RIJCOSX wB97M-V def2-TZVPD def2/J DEFGRID3
* xyz 0 1
C -2.42514 0.54094 1.06152
N -2.18195 0.02763 -0.07896
C -0.94936 0.50682 -0.64479
C 0.22390 0.30511 -0.02533
C 1.41397 1.19662 -0.26778
C 2.68606 0.41906 0.20322
H -2.91759 -0.06869 1.81906
H -2.34717 1.60146 1.35097
H -1.03585 0.78266 -1.69486
H 0.39585 -0.34101 0.82295
H 1.60378 1.50826 -1.29316
H 1.27581 2.11222 0.31651
H 2.92212 0.63383 1.24019
H 3.60087 0.55163 -0.38270
H 2.47525 -0.64009 0.06704
O -1.92134 -3.22990 -0.83204
H -1.05607 -3.60419 -1.04513
H -1.76316 -2.30235 -0.61669
*
```

orbital gap = 9.213 eV
SMILES string = C=N/C=C/CC.O
HOMO = -8.704 eV



Computed, not measured: a 2-piece molecular cluster, C17H46BNO3P3 overall, with ωB97M-V/def2-TZVPD.

The geometry in ORCA input format:
```
! RIJCOSX wB97M-V def2-TZVPD def2/J DEFGRID3
* xyz 1 1
N 7.36133 2.52625 -2.16538
P 6.32656 2.61594 -3.33368
P 4.93473 4.45588 -3.34842
O 3.96535 5.84684 -3.12156
C 3.59518 3.57749 -4.18580
B 2.68264 2.80647 -3.12684
O 2.01672 1.63949 -3.42735
O 2.52926 3.27731 -1.83752
H 7.35080 3.32068 -1.53288
H 5.49557 1.47256 -3.47837
H 6.85808 2.55930 -4.64700
H 5.13161 4.37825 -1.95655
H 5.90417 5.11500 -4.11739
H 4.40159 6.67721 -3.28866
H 4.03562 2.88490 -4.92233
H 2.97539 4.31024 -4.72276
H 2.19648 1.28551 -4.29071
H 2.67008 4.22236 -1.75826
C 0.94656 2.06400 0.89435
C 0.57003 1.01453 -0.14411
C -0.92771 0.98814 -0.43674
C -1.78597 0.37238 0.67846
P -1.88628 -1.43342 0.70342
C -2.39969 -1.96593 -0.95106
C -3.56510 -1.24006 -1.64257
C -4.98233 -1.52710 -1.14169
C -5.32422 -3.00702 -1.02437
C -3.21073 -1.85686 1.86625
C -3.16419 -1.39036 3.32951
C -2.24033 -2.13716 4.28800
C -2.35055 -3.65525 4.21614
C -0.33721 -2.37223 0.88888
C 0.57570 -2.34244 2.12130
C 1.07103 -0.96931 2.60169
C 2.50140 -0.67541 2.15890
H 0.41948 1.92682 1.84254
H 2.01431 2.03863 1.10826
H 0.70980 3.06194 0.52252
H 0.91294 0.02765 0.18068
H 1.09457 1.23085 -1.07529
H -1.12889 0.48666 -1.38565
H -1.27273 2.01735 -0.56698
H -2.83610 0.66583 0.56615
H -1.48067 0.73577 1.66112
H -2.57017 -3.04371 -0.89365
H -1.50044 -1.84198 -1.56164
H -3.50712 -1.53268 -2.69406
H -3.38574 -0.16274 -1.63011
H -5.66344 -1.06236 -1.85776
H -5.17825 -1.01740 -0.19553
H -5.25515 -3.50420 -1.99375
H -6.34127 -3.14129 -0.65749
H -4.66282 -3.53750 -0.33580
H -3.38848 -2.93162 1.77949
H -4.07329 -1.37867 1.39754
H -4.19154 -1.48596 3.68894
H -2.94061 -0.32070 3.36020
H -2.50855 -1.81381 5.29596
H -1.20879 -1.82008 4.14587
H -3.35229 -3.99478 4.48607
H -1.64954 -4.12714 4.90484
H -2.13058 -4.04523 3.21931
H 0.22799 -2.11160 -0.01177
H -0.67658 -3.40163 0.72297
H 1.44928 -2.93129 1.83016
H 0.10091 -2.90240 2.92331
H 1.02151 -0.93106 3.69101
H 0.41233 -0.17326 2.24595
H 3.19372 -1.37448 2.63039
H 2.80675 0.33366 2.43358
H 2.61790 -0.77581 1.07768
*
```

orbital gap = 8.086 eV
HOMO = -10.106 eV